Entry from OMol25: a cluster of 13 separate species, C52H96O21 in total (ωB97M-V/def2-TZVPD).

```
! RIJCOSX wB97M-V def2-TZVPD def2/J DEFGRID3
* xyz 0 1
C 1.373 9.632 1.316
C 0.520 10.866 1.270
C -0.722 10.466 2.043
O -0.922 9.144 1.534
C 0.302 8.584 1.076
H 1.894 9.562 2.271
H 2.175 9.593 0.580
H 0.288 11.053 0.221
H 0.974 11.785 1.640
H -1.514 11.151 1.739
H -0.583 10.361 3.119
H 0.249 8.525 -0.011
H 0.624 7.693 1.615
C 8.951 -2.274 -3.854
C 8.267 -1.860 -5.139
C 8.065 -3.185 -5.922
O 8.980 -4.111 -5.293
C 9.888 -3.370 -4.465
H 8.337 -2.591 -3.012
H 9.525 -1.431 -3.467
H 8.962 -1.191 -5.647
H 7.355 -1.314 -4.896
H 8.293 -3.009 -6.973
H 7.048 -3.574 -5.860
H 10.753 -2.985 -5.005
H 10.239 -4.045 -3.685
C -8.816 -3.536 0.975
C -9.576 -4.822 0.915
C -9.577 -5.332 -0.519
O -8.655 -4.452 -1.139
C -7.846 -3.700 -0.199
H -8.331 -3.325 1.928
H -9.551 -2.773 0.720
H -10.616 -4.713 1.223
H -9.151 -5.616 1.529
H -10.596 -5.259 -0.902
H -9.173 -6.340 -0.612
H -7.444 -2.798 -0.660
H -6.909 -4.177 0.089
C 1.118 4.754 8.351
C 1.762 5.934 8.961
C 0.657 6.732 9.605
O -0.494 6.287 8.867
C -0.249 5.249 7.921
H 0.952 3.947 9.064
H 1.796 4.375 7.587
H 2.330 6.585 8.297
H 2.520 5.764 9.726
H 1.023 7.747 9.450
H 0.527 6.530 10.668
H -0.215 5.708 6.933
H -0.950 4.422 8.037
C 2.221 -9.068 -2.199
C 3.507 -8.327 -2.234
C 4.371 -9.122 -3.173
O 3.825 -10.465 -3.096
C 2.653 -10.534 -2.252
H 1.639 -8.758 -3.068
H 1.725 -8.849 -1.253
H 3.933 -8.058 -1.267
H 3.315 -7.346 -2.669
H 5.420 -8.992 -2.908
H 4.153 -8.901 -4.217
H 2.808 -11.015 -1.286
H 1.987 -11.135 -2.870
C 1.877 1.395 -0.887
C 1.542 0.517 0.344
C 0.721 -0.591 -0.283
O 0.051 0.044 -1.393
C 0.579 1.358 -1.668
H 2.644 0.907 -1.488
H 2.123 2.436 -0.678
H 1.079 1.073 1.159
H 2.428 0.115 0.835
H 0.060 -1.143 0.384
H 1.303 -1.350 -0.807
H -0.073 2.163 -1.328
H 0.760 1.590 -2.718
C -5.815 2.861 -6.944
C -6.039 3.044 -8.411
C -6.593 1.706 -8.924
O -6.030 0.810 -7.923
C -5.926 1.380 -6.611
H -6.564 3.449 -6.414
H -4.865 3.298 -6.636
H -5.178 3.319 -9.020
H -6.757 3.834 -8.631
H -6.263 1.566 -9.953
H -7.681 1.652 -8.943
H -5.052 0.992 -6.088
H -6.750 1.085 -5.960
C 7.163 0.934 5.323
C 7.466 2.206 4.560
C 8.888 1.935 3.956
O 9.235 0.669 4.396
C 8.131 -0.081 4.792
H 6.093 0.733 5.364
H 7.451 1.109 6.360
H 7.497 3.065 5.230
H 6.751 2.418 3.765
H 9.567 2.722 4.285
H 8.802 1.881 2.871
H 8.566 -0.706 5.572
H 7.815 -0.667 3.929
C 3.295 6.711 -6.664
C 1.953 7.392 -6.669
C 1.266 6.736 -7.862
O 1.714 5.369 -7.774
C 3.086 5.300 -7.233
H 3.830 6.783 -5.716
H 3.877 7.253 -7.409
H 2.012 8.474 -6.783
H 1.505 7.099 -5.719
H 1.605 7.203 -8.787
H 0.192 6.878 -7.747
H 3.762 5.048 -8.050
H 3.119 4.493 -6.501
C -0.029 -3.238 -7.686
C 0.241 -2.861 -9.132
C 0.138 -1.372 -9.371
O 1.233 -1.161 -10.259
C 2.075 -2.182 -10.240
O 3.018 -2.296 -10.989
O 1.641 -3.110 -9.377
H 0.712 -2.872 -6.976
H -0.061 -4.313 -7.510
H -1.032 -2.935 -7.384
H -0.375 -3.420 -9.837
H 0.134 -0.810 -8.437
H -0.763 -1.082 -9.911
C -5.830 -5.654 8.712
C -5.896 -4.210 8.124
C -5.739 -3.226 9.226
O -4.683 -2.351 8.806
C -4.193 -2.728 7.595
O -3.238 -2.267 7.010
O -4.851 -3.855 7.211
H -4.855 -5.895 9.135
H -6.107 -6.351 7.921
H -6.558 -5.737 9.519
H -6.902 -4.182 7.706
H -5.458 -3.652 10.189
H -6.688 -2.705 9.356
C -6.236 4.178 1.566
C -6.409 4.216 3.077
C -7.317 5.230 3.567
O -8.007 4.440 4.498
C -7.772 3.106 4.414
O -8.184 2.179 5.178
O -6.958 2.947 3.391
H -5.766 3.236 1.283
H -5.524 4.896 1.159
H -7.168 4.219 1.004
H -5.418 4.367 3.505
H -7.916 5.645 2.757
H -6.612 5.950 3.984
C 2.959 -6.182 5.351
C 2.227 -7.431 5.834
C 0.959 -7.740 5.034
O 1.080 -9.102 4.737
C 2.340 -9.597 5.151
O 2.742 -10.741 4.974
O 3.070 -8.531 5.615
H 2.324 -5.302 5.464
H 3.167 -6.246 4.283
H 3.855 -6.042 5.956
H 2.021 -7.283 6.894
H 0.854 -7.027 4.217
H 0.125 -7.483 5.688
*
```

Its gap between HOMO and LUMO is 9.434 eV. As for the HOMO energy: -0.343 Eh.

Entry from OMol25: the molecule C11H24N2O (ωB97M-V/def2-TZVPD).

```
! RIJCOSX wB97M-V def2-TZVPD def2/J DEFGRID3
* xyz 0 1
C 3.028 -1.847 -0.506
C 2.023 -0.786 -1.020
C 1.568 0.152 0.201
C 2.564 1.178 0.604
C 2.458 2.549 -0.043
N 0.316 0.205 0.924
O 0.198 1.157 1.780
C -0.820 -0.645 0.645
C -1.792 -0.499 1.810
C -0.419 -2.131 0.544
C -1.530 -0.177 -0.753
C -2.813 -1.005 -1.106
N -1.719 1.285 -0.855
C -2.905 2.030 -0.351
H 3.196 -2.527 -1.398
H 2.745 -2.253 0.479
H 3.963 -1.481 -0.453
H 1.181 -1.428 -1.352
H 2.482 -0.153 -1.737
H 2.555 1.369 1.753
H 3.579 0.693 0.338
H 3.321 3.162 0.491
H 1.473 3.095 0.092
H 2.721 2.617 -1.185
H -1.174 -0.838 2.657
H -2.717 -1.150 1.669
H -2.099 0.649 1.778
H -1.369 -2.702 0.765
H 0.427 -2.657 1.191
H -0.075 -2.212 -0.463
H -0.763 -0.366 -1.471
H -3.209 -0.500 -1.894
H -3.578 -1.257 -0.352
H -2.375 -1.914 -1.458
H -0.844 1.834 -0.601
H -2.536 3.046 -0.272
H -3.720 1.919 -1.016
H -3.342 1.589 0.566
*
```

For the energy above the lowest of the compared OMol25 structures with the same formula, charge and spin, the calculation gives 91.42 kcal/mol. Its gap between HOMO and LUMO (alpha / beta) is 8.455 / 8.454 eV. As for the HOMO energy (alpha / beta): -0.281 / -0.281 Eh. The SMILES is CCC(CC)=[N+]([O-])C(C)(C)[C@@H](C)NC.

Entry from OMol25: the molecule C10H10BrNO2 (ωB97M-V/def2-TZVPD).

```
! RIJCOSX wB97M-V def2-TZVPD def2/J DEFGRID3
* xyz 0 1
H -2.317 -3.584 0.526
N -2.122 -2.799 1.014
C -1.417 -2.127 0.198
C -1.061 -2.728 -1.039
C 0.141 -2.541 -1.669
C 0.991 -1.583 -1.122
C 0.650 -0.700 -0.175
C -0.683 -0.748 0.413
C -1.025 -0.026 1.695
C -1.422 0.570 0.305
Br -3.364 0.520 -0.185
C -0.691 1.818 -0.131
O -0.691 2.121 -1.311
O -0.062 2.471 0.781
C 0.352 3.719 0.319
H -1.673 -3.578 -1.222
H 0.542 -3.112 -2.499
H 2.057 -1.521 -1.462
H 1.374 -0.001 0.293
H -1.732 -0.461 2.251
H -0.358 0.442 2.316
H -0.280 3.991 -0.505
H 1.442 3.744 -0.038
H 0.253 4.405 1.217
*
```

For the energy above the lowest of the compared OMol25 structures with the same formula, charge and spin, the calculation gives 0.00 kcal/mol. Its gap between HOMO and LUMO is 8.240 eV. As for the HOMO energy: -0.317 Eh. The SMILES is [H]/N=C1\C=CC=C[C@]12C[C@@]2(Br)C(=O)OC.

Entry from OMol25: a cluster of 5 separate species, C24H42F5IN7O6P in total (ωB97M-V/def2-TZVPD).

```
! RIJCOSX wB97M-V def2-TZVPD def2/J DEFGRID3
* xyz 0 1
C 1.609 -2.211 -3.422
C 0.742 -2.627 -2.105
O 0.261 -3.815 -2.170
N 0.627 -1.724 -0.935
C 1.109 -2.537 0.236
C -0.691 -1.100 -0.739
I -0.771 -0.352 1.357
C -1.962 -2.102 -0.835
N -2.925 -2.846 -0.883
C -1.047 0.178 -1.643
C -1.128 -0.124 -3.232
N -1.274 -0.430 -4.401
C -0.103 1.464 -1.466
C 1.456 1.245 -1.779
C 2.369 1.629 -0.474
C 3.945 1.410 -0.741
F 4.254 0.014 -0.652
F 4.710 2.121 0.274
C 4.464 1.975 -2.155
F 4.318 1.010 -3.211
F 3.942 3.261 -2.503
F 5.893 2.178 -2.010
P -2.828 0.803 -1.200
O -2.883 2.353 -1.037
H 1.954 -3.127 -4.029
H 1.044 -1.509 -4.127
H 2.537 -1.619 -3.051
H 1.827 -3.336 -0.212
H 0.289 -3.138 0.772
H 1.783 -1.935 0.967
H -0.484 2.252 -2.231
H -0.184 1.994 -0.437
H 1.744 0.225 -2.206
H 1.768 2.025 -2.584
H 2.237 2.779 -0.365
H 1.995 1.143 0.492
H -3.694 0.509 -2.333
H -3.396 0.118 -0.082
C -5.373 -3.161 3.570
N -4.002 -3.028 3.129
C -3.178 -3.993 2.635
C -3.720 -5.391 2.515
O -2.035 -3.708 2.304
H -5.993 -2.492 2.969
H -5.427 -2.853 4.617
H -5.741 -4.181 3.474
H -3.568 -2.117 3.179
H -2.948 -6.045 2.106
H -4.007 -5.768 3.499
H -4.577 -5.405 1.838
C 0.607 6.605 1.916
N 0.621 5.484 1.002
C -0.279 4.469 0.901
C -1.456 4.471 1.837
O -0.115 3.588 0.063
H 0.588 7.525 1.327
H 1.525 6.577 2.506
H -0.253 6.584 2.582
H 1.382 5.413 0.341
H -2.081 3.600 1.634
H -1.112 4.415 2.873
H -2.055 5.371 1.684
C 6.564 -5.411 -5.227
N 5.254 -4.831 -5.022
C 4.778 -3.643 -5.484
C 5.695 -2.790 -6.319
O 3.634 -3.298 -5.216
H 6.436 -6.377 -5.721
H 7.024 -5.569 -4.249
H 7.207 -4.776 -5.832
H 4.582 -5.346 -4.471
H 5.175 -1.877 -6.612
H 6.579 -2.513 -5.740
H 5.987 -3.327 -7.224
C -4.359 3.860 6.992
N -3.277 3.324 6.195
C -3.348 2.707 4.984
C -4.705 2.539 4.355
O -2.326 2.309 4.441
H -4.175 4.926 7.147
H -4.356 3.353 7.959
H -5.329 3.726 6.516
H -2.335 3.400 6.552
H -4.600 2.031 3.395
H -5.344 1.931 4.999
H -5.162 3.516 4.181
*
```

Its gap between HOMO and LUMO is 8.942 eV. As for the HOMO energy: -0.343 Eh. The SMILES is CC(=O)N(C)[C@](I)(C#N)[C@](C#N)(CCCC(F)(F)C(F)(F)F)[PH2]=O.CNC(C)=O.CNC(C)=O.CNC(C)=O.CNC(C)=O.

Entry from OMol25: a structure of composition C3H4I2O2S (ωB97M-V/def2-TZVPD).

```
! RIJCOSX wB97M-V def2-TZVPD def2/J DEFGRID3
* xyz 0 1
C -0.775 1.426 -0.308
C 1.160 -1.307 0.292
C 0.663 -0.918 -0.881
O -0.004 0.795 2.024
O -1.811 -0.432 1.092
S -1.138 0.828 1.165
I 1.490 0.521 -2.120
I -1.057 -1.837 -1.706
H 0.043 2.092 -0.147
H -1.450 1.799 -1.069
H 0.738 -2.090 0.912
H 2.139 -0.877 0.747
*
```

For the energy above the lowest of the compared OMol25 structures with the same formula, charge and spin, the calculation gives 57.97 kcal/mol. Its gap between HOMO and LUMO is 7.399 eV. As for the HOMO energy: -0.338 Eh.

| no. | electronic energy (eV) | strongest force on any atom (Eh/bohr) |
| --- | --- | --- |
| 1 | -98469.452 | 0.112 |
| 2 | -16818.872 | 0.127 |
| 3 | -86156.344 | 0.095 |
| 4 | -79257.559 | 0.135 |
| 5 | -34302.800 | 0.062 |